Entry 1:
Below is one molecule with the formula C20H20N2OS, with properties calculated with ωB97M-V/def2-TZVPD.

Properties
Energy above the lowest of the compared OMol25 structures with the same formula, charge and spin in kJ/mol: 50.4
E_HOMO in Ha: -0.2806
Calculated total energy in eV: -36928.454
SMILES: Cn1cc(SCC(=O)N2CCCc3ccccc32)c2ccccc21
F_max in eV/Å: 0.712
2S+1: 1
LUMO in eV: 0.73

Last column: natural (NBO) charge in e.
Geometry (Å):
C (1.1313, 0.1435, 4.3408)  -0.398
N (0.8681, -0.4710, 3.0719)  -0.349
C (1.7948, -1.0231, 2.2460)  0.029
C (1.2013, -1.4449, 1.0881)  -0.289
S (2.0603, -2.0334, -0.3333)  0.240
C (2.9124, -0.4612, -0.7826)  -0.607
C (1.8721, 0.6391, -0.6967)  0.689
O (1.8591, 1.3335, 0.3030)  -0.616
N (0.9420, 0.7222, -1.6889)  -0.472
C (1.0956, 0.1169, -2.9991)  -0.203
C (0.0665, -0.9891, -3.1905)  -0.417
C (-1.3134, -0.3453, -3.1933)  -0.424
C (-1.4385, 0.7471, -2.1627)  -0.062
C (-2.7037, 1.2603, -1.9109)  -0.195
C (-2.9082, 2.2663, -0.9875)  -0.218
C (-1.8220, 2.7891, -0.3104)  -0.207
C (-0.5511, 2.3065, -0.5556)  -0.231
C (-0.3439, 1.2739, -1.4664)  0.217
C (-0.1876, -1.1453, 1.1927)  -0.113
C (-1.2933, -1.3385, 0.3689)  -0.190
C (-2.5170, -0.8752, 0.7929)  -0.217
C (-2.6627, -0.2327, 2.0244)  -0.215
C (-1.5910, -0.0528, 2.8713)  -0.263
C (-0.3505, -0.5168, 2.4511)  0.200
H (2.1722, -0.0217, 4.6128)  0.215
H (0.9463, 1.2196, 4.2906)  0.208
H (0.4896, -0.2882, 5.1126)  0.205
H (2.8303, -1.0687, 2.5257)  0.215
H (3.3816, -0.6258, -1.7469)  0.230
H (3.6762, -0.2661, -0.0302)  0.239
H (0.9287, 0.9034, -3.7460)  0.198
H (2.1050, -0.2625, -3.1314)  0.210
H (0.1655, -1.7041, -2.3731)  0.223
H (0.2481, -1.5174, -4.1273)  0.211
H (-1.5062, 0.0935, -4.1787)  0.213
H (-2.0880, -1.0956, -3.0210)  0.220
H (-3.5440, 0.8474, -2.4518)  0.205
H (-3.9040, 2.6399, -0.8021)  0.210
H (-1.9582, 3.5830, 0.4083)  0.212
H (0.2871, 2.7239, -0.0269)  0.252
H (-1.1871, -1.8498, -0.5748)  0.212
H (-3.3856, -1.0057, 0.1649)  0.210
H (-3.6386, 0.1245, 2.3183)  0.211
H (-1.7110, 0.4358, 3.8266)  0.212

Forces on the atoms, in the same order (eV/Å):
-0.08 0.20 0.27
0.14 -0.02 -0.03
-0.07 -0.28 -0.26
0.55 -0.42 -0.17
0.14 0.09 0.27
-0.13 -0.32 0.22
0.64 0.14 0.16
0.05 0.02 0.02
-0.24 0.12 -0.24
0.05 -0.42 -0.19
-0.08 0.12 -0.11
0.14 -0.13 -0.05
-0.05 0.08 -0.08
0.07 0.13 0.02
-0.12 -0.01 -0.03
-0.02 -0.03 -0.05
0.07 0.21 0.18
-0.34 0.17 0.14
-0.01 0.23 0.40
-0.02 0.01 0.10
-0.08 -0.10 -0.13
-0.05 0.05 0.13
0.00 0.07 0.18
-0.39 -0.18 -0.50
-0.05 0.00 -0.01
0.03 -0.03 0.04
0.07 0.02 0.00
0.17 0.04 0.07
0.02 0.04 -0.04
-0.09 0.12 -0.17
0.11 -0.08 0.02
-0.06 0.11 0.03
0.05 0.02 -0.07
0.00 -0.03 -0.02
-0.03 -0.06 0.02
-0.03 0.02 -0.04
-0.09 -0.06 -0.06
-0.10 0.03 0.02
0.00 0.07 0.07
0.00 -0.01 -0.02
0.02 -0.03 -0.15
-0.07 0.00 -0.07
-0.07 0.04 0.04
-0.04 0.06 0.10

***

Entry 2:
Below is an isolated ion of composition C20H20N3O4 and charge -1, with properties calculated with ωB97M-V/def2-TZVPD.

Properties
Energy above the lowest of the compared OMol25 structures with the same formula, charge and spin in kJ/mol: 107.0
E_HOMO in Ha: -0.0545
Calculated total energy in eV: -33721.360
Total charge: -1
SMILES: CCOC(=O)[C@H](N=C(c1ccccc1)c1ccccc1)/N=N/C=C(\[O-])OC
F_max in eV/Å: 4.613
2S+1: 1
LUMO in eV: 3.06

Last column: natural (NBO) charge in e.
Geometry (Å):
C (5.7519, 1.0702, -0.8647)  -0.624
C (4.4833, 1.7976, -0.5202)  -0.075
O (3.4126, 1.0193, -1.1147)  -0.521
C (2.1674, 1.4414, -0.7855)  0.789
O (1.8598, 2.5218, -0.3336)  -0.588
C (1.2658, 0.2283, -0.7551)  -0.074
N (-0.0946, 0.6440, -0.8694)  -0.397
C (-1.0829, -0.1276, -1.1363)  0.195
C (-2.4605, 0.4771, -1.0982)  0.029
C (-3.6531, -0.2556, -0.9056)  -0.240
C (-4.8943, 0.3935, -0.9461)  -0.224
C (-4.9577, 1.7863, -1.1941)  -0.234
C (-3.7654, 2.4983, -1.3593)  -0.220
C (-2.5305, 1.8685, -1.2906)  -0.204
C (-0.9872, -1.5857, -1.4327)  -0.129
C (-1.8100, -2.1752, -2.4260)  -0.141
C (-1.6182, -3.5047, -2.8154)  -0.255
C (-0.5397, -4.2259, -2.3057)  -0.227
C (0.2767, -3.6645, -1.3172)  -0.220
C (0.0448, -2.3537, -0.8785)  -0.189
N (1.7523, -0.3421, 0.6506)  -0.333
N (1.5055, 0.2098, 1.6949)  -0.120
C (1.5370, 0.7802, 2.8297)  -0.259
C (0.3345, 0.6987, 3.7082)  0.700
O (-0.8122, 0.5190, 3.3017)  -0.672
O (0.6234, 0.8168, 5.0232)  -0.534
C (-0.4645, 0.5031, 5.9231)  -0.252
H (6.6104, 1.4783, -0.3384)  0.202
H (5.6894, 0.0173, -0.6007)  0.220
H (5.9742, 1.1461, -1.9249)  0.200
H (4.3173, 1.8102, 0.5689)  0.194
H (4.4662, 2.8175, -0.9254)  0.182
H (1.5278, -0.5178, -1.5482)  0.197
H (-3.5726, -1.3390, -0.7154)  0.221
H (-5.7918, -0.2130, -0.8073)  0.202
H (-5.9471, 2.2468, -1.2587)  0.202
H (-3.8308, 3.5810, -1.5749)  0.203
H (-1.5976, 2.4478, -1.4029)  0.250
H (-2.6284, -1.6099, -2.8793)  0.208
H (-2.2701, -3.9578, -3.5760)  0.202
H (-0.3513, -5.2472, -2.6443)  0.200
H (1.1278, -4.1927, -0.8941)  0.211
H (0.6581, -1.9272, -0.0762)  0.262
H (2.4620, 1.1522, 3.3146)  0.120
H (-0.0700, 0.5729, 6.9350)  0.172
H (-1.2881, 1.2055, 5.8159)  0.185
H (-0.8294, -0.5098, 5.7496)  0.185

Forces on the atoms, in the same order (eV/Å):
0.41 -0.06 -0.09
-0.43 -0.27 -0.07
0.22 1.05 0.16
-0.41 -0.26 1.04
0.85 -0.51 -0.75
-2.38 -0.13 -0.65
-0.07 -0.08 0.00
-0.28 -0.38 0.75
0.09 0.48 -0.13
0.43 0.24 -0.01
0.54 0.38 -0.15
0.04 -1.24 0.17
-0.57 0.60 -0.10
-0.06 0.01 -0.12
0.15 -0.22 -0.97
0.06 -0.34 0.32
0.14 0.39 -0.23
0.19 -0.25 0.46
-0.35 0.54 -0.18
-0.09 -0.48 0.14
3.99 -0.96 -2.11
-3.06 1.52 0.25
-0.01 -0.28 2.33
-0.65 1.24 -2.57
0.55 -0.34 0.77
-0.21 -0.23 1.14
0.47 0.14 -0.45
0.05 0.21 0.18
-0.16 -0.07 0.03
-0.06 -0.06 -0.22
-0.02 0.17 -0.37
-0.03 -0.19 0.24
0.18 0.34 1.02
-0.23 0.70 -0.10
0.14 0.36 -0.01
0.45 0.08 0.00
0.16 -0.67 0.23
-0.59 -0.52 0.08
0.38 -0.09 0.17
0.30 0.26 0.38
-0.07 0.28 0.06
-0.24 -0.12 -0.12
-0.22 -0.31 -0.42
0.28 -1.04 0.26
0.20 0.04 -0.08
-0.05 0.01 -0.16
-0.02 0.06 -0.11

***

Entry 3:
Below is C20H20N4O3S as an isolated structure, with properties calculated with ωB97M-V/def2-TZVPD.

Properties
Energy above the lowest of the compared OMol25 structures with the same formula, charge and spin in kJ/mol: 1706.7
E_HOMO in Ha: -0.2673
Calculated total energy in eV: -43986.689
F_max in eV/Å: 18.891
2S+1: 1
LUMO in eV: -0.59

Last column: natural (NBO) charge in e.
Geometry (Å):
C (-0.2685, -3.0581, 2.4460)  -0.235
H (0.4827, -3.8440, 2.7614)  0.187
O (-0.8571, -3.5725, 1.2666)  -0.516
C (-1.8054, -2.9283, 0.5299)  0.358
C (-2.5146, -3.7240, -0.6298)  -0.241
C (-3.4593, -2.9299, -1.2366)  -0.191
C (-3.7065, -1.6133, -0.9324)  -0.285
C (-2.9665, -0.8204, -0.1941)  0.177
C (-2.1281, -1.5155, 0.6665)  -0.368
H (-1.5181, -1.0502, 1.5323)  0.225
N (-3.1510, 0.7320, 0.1990)  -0.631
C (-3.5285, 1.6019, -0.7991)  0.687
O (-3.7777, 1.1659, -1.9490)  -0.606
C (-3.1955, 2.9966, -0.0532)  -0.493
C (-1.8488, 2.9500, 0.3155)  0.336
N (-1.5783, 2.7249, 1.8153)  -0.304
N (-0.1362, 2.5672, 1.8289)  -0.294
C (0.2623, 2.8487, 0.6542)  0.151
N (-0.6092, 3.1670, -0.3936)  -0.360
C (-0.6497, 3.3041, -1.6297)  -0.407
H (-0.7936, 4.3084, -2.0873)  0.190
H (0.2457, 3.0256, -1.9277)  0.225
H (-1.3964, 2.7868, -2.1944)  0.225
S (1.9197, 2.9405, 0.3125)  0.407
C (2.5558, 1.9323, 1.2183)  -0.943
H (2.0593, 2.0306, 2.3376)  0.269
C (2.2618, 0.1702, 0.9884)  0.640
O (1.2744, -0.0421, 1.3189)  -0.447
C (3.1338, -0.3183, 0.1768)  -0.216
C (3.1331, -1.6985, -0.0657)  -0.107
C (3.9908, -2.2131, -1.0169)  -0.242
C (4.9498, -1.6450, -1.7425)  -0.159
C (5.1233, -0.2097, -1.4163)  -0.225
C (4.1974, 0.2917, -0.6218)  -0.154
H (4.2789, 1.4229, -0.4874)  0.215
H (5.9069, 0.5033, -1.9150)  0.238
H (5.6995, -2.1296, -2.4374)  0.238
H (3.8843, -3.3698, -0.8428)  0.220
H (2.2933, -2.1493, 0.3896)  0.220
H (3.5029, 2.0764, 1.7035)  0.272
H (-3.3082, 3.5777, -0.7059)  0.187
H (-4.0589, 3.1325, 0.9676)  0.277
H (-2.8187, 0.7966, 1.1036)  0.432
H (-4.3318, -1.0757, -1.7133)  0.242
H (-4.0300, -3.2927, -2.1554)  0.220
H (-2.2110, -4.6655, -0.6336)  0.214
H (0.3674, -2.3209, 2.0672)  0.191
H (-0.8755, -2.8677, 3.1814)  0.178

Forces on the atoms, in the same order (eV/Å):
4.44 -2.99 -4.21
-1.13 0.49 -0.16
-1.54 -1.13 -0.87
-2.09 1.06 -2.60
0.91 7.25 4.74
-0.27 -2.60 -1.92
-3.07 1.86 -5.30
0.87 3.24 4.72
3.62 -2.10 2.56
-1.16 -0.23 -1.63
-1.28 -6.51 -5.14
1.54 -2.30 1.20
0.22 2.73 2.75
-3.62 -8.09 7.83
4.72 0.46 8.27
1.47 -0.07 -6.90
-3.94 1.02 0.07
1.46 0.26 -1.58
-6.23 -2.60 15.29
-1.60 3.22 -10.09
0.23 0.27 0.88
4.39 -1.46 -2.71
-0.55 -1.17 0.10
-2.23 7.87 -8.37
3.40 -9.14 11.56
0.46 -0.40 -2.39
10.28 12.97 -1.40
-16.77 -6.23 6.08
8.47 -6.34 -7.73
-0.53 3.57 -0.21
-1.44 -6.46 1.95
3.01 3.29 -0.47
1.60 -2.21 -3.30
-2.28 5.23 3.71
-0.14 -1.53 -0.05
-1.62 -1.73 0.97
-1.34 0.27 1.02
0.57 1.83 -1.66
-0.28 -1.62 0.40
1.15 0.66 -0.98
-2.44 9.54 -9.18
3.10 -0.35 -3.36
0.64 1.46 1.92
0.31 -0.86 1.32
0.74 0.14 1.55
0.75 -4.15 -0.96
0.73 2.14 0.38
-3.55 1.48 3.89

***

Entry 4:
Below is C20H21BF6N15NaO6S2 as an isolated structure, with properties calculated with ωB97M-V/def2-TZVPD.

Properties
Energy above the lowest of the compared OMol25 structures with the same formula, charge and spin in kJ/mol: 52.0
E_HOMO in Ha: -0.1189
Calculated total energy in eV: -98793.714
Total charge: -2
F_max in eV/Å: 0.518
2S+1: 1
LUMO in eV: 3.94

Last column: Löwdin charge in e.
Geometry (Å):
Na (-0.0924, -0.2694, -0.7572)  0.295
C (-3.4723, -1.4988, -2.4365)  -0.079
C (-3.1039, -2.2942, -1.3379)  -0.169
N (-3.2075, -1.6197, -0.2007)  0.070
N (-3.6261, -0.3836, -0.5412)  -0.044
C (-3.7945, -0.2855, -1.8747)  -0.119
B (-3.8677, 0.7427, 0.4823)  -0.536
N (-2.7926, 1.8480, 0.3109)  -0.029
C (-3.0506, 3.1308, -0.0051)  -0.111
C (-1.8551, 3.8067, -0.1038)  -0.078
C (-0.8943, 2.8195, 0.1519)  -0.168
N (-1.4601, 1.6448, 0.4024)  0.074
N (-3.9241, 0.1837, 1.9160)  -0.048
C (-5.0361, 0.0365, 2.6621)  -0.119
C (-4.6765, -0.5496, 3.8561)  -0.105
C (-3.2857, -0.7168, 3.7387)  -0.182
N (-2.8468, -0.2720, 2.5712)  0.067
H (-3.4479, -1.7521, -3.4821)  0.083
H (-2.7384, -3.3081, -1.3177)  0.092
H (-4.0892, 0.6504, -2.3212)  0.116
H (-4.9385, 1.2762, 0.2704)  0.106
H (-4.0695, 3.4581, -0.1258)  0.101
H (-1.6976, 4.8425, -0.3506)  0.079
H (0.1809, 2.9037, 0.1557)  0.090
H (-5.9907, 0.3512, 2.2759)  0.101
H (-5.3177, -0.8206, 4.6782)  0.067
H (-2.5880, -1.1483, 4.4397)  0.088
F (-1.9723, 2.4136, -5.0475)  0.117
C (-0.7373, 2.5993, -4.5539)  -0.661
F (0.0536, 2.9798, -5.5688)  0.116
F (-0.7873, 3.5954, -3.6706)  0.131
S (-0.1348, 1.0277, -3.7871)  0.584
O (-0.9347, 0.9303, -2.5987)  -0.278
O (-0.2649, 0.0720, -4.8399)  -0.260
N (1.3792, 1.2950, -3.5109)  -0.281
S (1.9712, 1.9751, -2.2339)  0.594
O (1.7327, 1.2406, -1.0188)  -0.297
O (1.8596, 3.4045, -2.1857)  -0.276
C (3.7495, 1.6409, -2.5969)  -0.670
F (4.1438, 2.2400, -3.7287)  0.120
F (4.4945, 2.1340, -1.5942)  0.118
F (3.9968, 0.3393, -2.6995)  0.137
N (-0.6612, -2.7764, 1.2814)  0.023
N (-0.6426, -3.7812, 0.2893)  -0.042
C (0.0095, -3.5973, -0.9476)  -0.763
O (0.3268, -4.6276, -1.5632)  -0.053
O (0.2361, -2.3987, -1.3097)  -0.125
H (0.1547, -2.1764, 1.1799)  0.030
H (-1.4937, -2.2051, 1.1472)  0.020
H (-0.4384, -4.6950, 0.6648)  0.100
N (2.9409, -2.5646, -1.6080)  0.204
C (3.5062, -2.0705, -0.5186)  -0.425
N (4.8221, -2.2828, -0.3010)  0.163
C (5.2878, -1.7246, 0.8030)  -0.482
N (6.6246, -1.9321, 1.0840)  0.111
N (4.6038, -1.0062, 1.6928)  0.152
C (3.3083, -0.8666, 1.3744)  -0.282
N (2.7162, -1.3537, 0.3147)  0.201
C (2.4585, -0.0725, 2.3172)  -0.202
C (3.0281, 0.5450, 3.4230)  -0.031
C (2.2049, 1.2632, 4.2744)  -0.086
C (0.8524, 1.3312, 3.9944)  -0.061
C (0.3702, 0.6810, 2.8624)  -0.115
N (1.1563, -0.0028, 2.0383)  0.146
H (3.4684, -3.2011, -2.1759)  0.108
H (1.9031, -2.5206, -1.6800)  0.068
H (7.1752, -2.1666, 0.2746)  0.077
H (7.0197, -1.2395, 1.6981)  0.076
H (4.0911, 0.4479, 3.5894)  0.093
H (2.6172, 1.7600, 5.1456)  0.094
H (0.1659, 1.8748, 4.6303)  0.097
H (-0.6791, 0.6951, 2.6032)  0.066

Forces on the atoms, in the same order (eV/Å):
-0.08 -0.14 0.49
0.05 -0.04 -0.05
-0.06 0.02 -0.03
0.04 0.01 -0.04
-0.09 -0.01 0.10
0.01 0.02 0.08
0.01 0.02 -0.03
0.02 0.00 -0.02
-0.07 -0.06 0.16
0.04 0.05 -0.07
0.09 -0.05 0.14
-0.16 -0.02 -0.18
0.03 0.11 -0.03
0.04 -0.04 -0.11
-0.03 -0.02 0.08
0.00 0.01 -0.04
0.08 -0.01 0.05
0.00 -0.02 -0.02
-0.01 -0.02 -0.02
-0.02 0.00 -0.02
0.01 0.01 -0.05
-0.01 0.03 0.00
0.01 0.01 -0.02
0.01 0.01 -0.01
-0.04 0.00 0.02
-0.01 0.01 0.01
0.01 -0.01 0.02
0.08 0.02 0.06
-0.02 0.07 -0.03
-0.05 -0.04 0.05
0.01 -0.08 -0.07
0.02 0.12 -0.30
-0.06 -0.14 0.05
-0.10 0.02 0.01
0.15 0.10 -0.35
0.19 -0.07 0.20
-0.06 0.06 0.10
0.05 0.06 -0.05
0.05 0.04 -0.03
-0.03 -0.03 0.05
-0.08 -0.04 -0.05
-0.01 0.08 0.01
-0.01 0.04 0.01
0.03 -0.09 -0.02
0.13 0.04 0.13
-0.01 -0.12 -0.08
-0.09 0.05 -0.01
0.00 -0.04 0.01
0.03 -0.02 0.01
-0.04 0.09 -0.02
-0.21 0.00 -0.02
0.12 0.05 0.08
0.02 -0.01 -0.05
0.06 -0.06 -0.04
-0.01 0.03 -0.02
-0.04 0.07 0.06
0.03 0.03 -0.06
-0.08 -0.09 -0.04
-0.08 0.01 -0.02
0.05 -0.01 0.01
0.00 0.02 0.02
-0.05 -0.01 -0.02
0.06 -0.03 0.04
0.06 0.00 -0.03
0.03 0.00 0.02
0.07 -0.01 -0.03
0.00 0.00 0.00
0.00 -0.01 0.00
-0.01 0.00 0.00
0.00 0.00 -0.01
0.01 0.01 0.01
-0.11 0.01 -0.01

***

Q: Look up the E_HOMO of the first one.
A: -0.2806 Ha

***

Q: What is the formula in the second record?
A: C20H20N3O4

***

Q: Which of these has the lowest E_HOMO?
A: C20H20N2OS

***

Q: The lowest calculated total energy belongs to which entry?
A: C20H21BF6N15NaO6S2